[1]
C28H52BBr2IN2O6 | ωB97M-V with the def2-TZVPD basis set

Structure (XYZ):
```
92
C28H52BBr2IN2O6 ωB97M-V with the def2-TZVPD basis set
C 4.0833 2.9290 3.0450
C 3.4801 4.2878 2.6986
C 2.8058 4.2882 1.3384
O 1.9028 3.2023 1.2685
C 0.9165 3.2817 0.2716
C 0.7690 1.9533 -0.5040
C 0.9002 2.2949 -2.0179
C 2.2920 2.8793 -2.3501
C 3.2335 1.9214 -3.0789
N 4.6114 2.3953 -2.9190
C 1.8957 0.9400 -0.3284
O 3.0464 1.0726 -0.0302
O 1.4136 -0.2714 -0.7423
C -0.0064 -0.4166 -0.4816
C -0.1013 -1.4197 0.7040
C 1.1359 -1.4999 1.5979
C 0.8874 -2.3387 2.8549
C 0.7466 -3.8334 2.5869
N -0.5742 -4.2307 2.1292
C -0.8121 -5.2305 1.2295
C -2.1580 -5.3468 1.0366
C -2.7765 -4.3699 1.8668
C -1.7757 -3.7060 2.5172
C -0.5681 -1.2099 -1.7182
Br -2.3041 -2.0288 -1.3122
C -0.7344 -0.7475 -3.1690
C -1.6205 0.4495 -3.4666
Br 0.9834 -0.6658 -4.1017
C -0.4809 1.0740 -0.1626
I -0.7506 1.3502 2.0713
B -1.9843 1.6173 -0.3489
O -3.0195 0.7125 -0.1339
C -2.4097 3.0996 -0.7246
C -2.6321 3.4474 -2.2098
H 4.7802 2.6127 2.2632
H 3.3058 2.1665 3.1046
H 4.6194 2.9673 3.9947
H 4.2689 5.0478 2.6671
H 2.7613 4.6049 3.4608
H 3.5655 4.1858 0.5481
H 2.2669 5.2313 1.1782
H -0.0260 3.5378 0.7554
H 1.1448 4.0847 -0.4381
H 0.1435 3.0336 -2.2738
H 0.7370 1.4000 -2.6046
H 2.8019 3.1994 -1.4382
H 2.1630 3.7828 -2.9537
H 3.0958 0.9047 -2.6890
H 2.9962 1.8931 -4.1449
H 5.2259 1.9124 -3.5624
H 4.9262 2.1599 -1.9832
H -0.2745 -2.4182 0.2988
H -0.9960 -1.2061 1.2881
H 1.9559 -1.9477 1.0262
H 1.4927 -0.5161 1.9111
H 1.7566 -2.2131 3.5101
H 0.0364 -1.9580 3.4235
H 1.0111 -4.4238 3.4698
H 1.4540 -4.1059 1.7964
H -0.0017 -5.7891 0.7851
H -2.6509 -6.0436 0.3770
H -3.8294 -4.1639 1.9801
H -1.8357 -2.9104 3.2456
H 0.0954 -2.0766 -1.7559
H -1.1841 -1.6089 -3.6596
H -2.0329 0.3527 -4.4731
H -2.4676 0.4303 -2.7713
H -1.1073 1.4022 -3.4004
H -3.4519 0.7902 0.7189
H -3.3784 3.2462 -0.2308
H -1.7423 3.8512 -0.2958
H -1.7008 3.5000 -2.7728
H -3.1056 4.4294 -2.2891
H -3.2870 2.7284 -2.7049
C 0.1824 -1.1080 7.7066
C -1.0720 -1.4158 6.9122
O -0.8032 -2.1998 5.7532
H 0.9107 -0.5906 7.0815
H -0.0470 -0.4800 8.5683
H 0.6435 -2.0279 8.0740
H -1.5234 -0.4971 6.5387
H -1.8126 -1.9166 7.5444
H -0.4194 -3.0354 6.0381
C -3.5070 -3.4836 -6.8487
C -2.9824 -2.5246 -5.7989
O -3.1170 -1.1590 -6.1894
H -2.9902 -3.3270 -7.7957
H -3.3638 -4.5193 -6.5386
H -4.5750 -3.3253 -7.0158
H -1.9134 -2.6753 -5.6444
H -3.4851 -2.6905 -4.8395
H -4.0528 -0.9785 -6.3236
```

The electronic energy comes out at -7129.62195 Ha. For the max |F|, the calculation gives 0.48 eV/A.


[2]
C19H24BN3O2S | ωB97M-V with the def2-TZVPD basis set

Structure (XYZ):
```
50
C19H24BN3O2S ωB97M-V with the def2-TZVPD basis set
C 5.5127 -2.0339 1.1997
C 5.8680 -1.4743 -0.2796
C 6.3622 0.0732 -0.2227
C 5.2348 1.1160 -0.7054
C 3.8330 0.9885 0.1338
C 2.6576 1.3031 -0.9172
C 1.1749 1.1727 -0.3230
C 0.1638 0.3158 -1.1649
C -1.3581 0.1365 -0.7177
B -2.3321 -0.7610 -1.6483
O -1.6804 -1.8213 -2.4291
O -3.7515 -0.6019 -1.7981
C -4.3688 -1.9119 -2.0788
C -6.0001 -1.8085 -2.0674
C -1.8005 0.8175 0.6011
C -3.2766 0.7431 1.1679
C -4.1897 -0.5056 1.2462
C -5.5784 -0.3882 1.8619
N -6.2896 0.7292 2.3934
C -5.4095 1.8487 2.3037
C -3.9844 1.9787 1.7786
C -0.7417 1.6550 1.4124
N -0.9415 2.3518 2.6622
S 0.4982 3.1181 3.1885
N 1.6066 2.6947 1.9201
C 0.7802 1.8789 1.0337
H 6.4657 -2.3659 1.7578
H 4.7653 -2.8944 1.0487
H 4.9774 -1.2584 1.8592
H 6.6290 -2.1332 -0.8191
H 4.8892 -1.4570 -0.9009
H 6.7087 0.4015 0.8179
H 7.2475 0.1933 -0.9629
H 5.0249 1.0276 -1.8375
H 5.6179 2.1788 -0.4889
H 3.7069 -0.0418 0.6185
H 3.8372 1.8404 0.9146
H 2.7798 2.4025 -1.2672
H 2.7457 0.6637 -1.8694
H 0.5399 -0.1902 -2.1249
H -1.2870 -2.4928 -1.8283
H -4.1069 -2.2817 -3.1451
H -4.0399 -2.7152 -1.3090
H -6.3809 -1.9684 -3.1514
H -6.4731 -2.6738 -1.4623
H -6.3288 -0.7731 -1.6972
H -3.8176 -1.5097 0.8435
H -6.1778 -1.3788 1.9137
H -5.8752 2.8297 2.7084
H -3.4369 2.9818 1.8311
```

The electronic energy comes out at -1475.92702 Ha. For the max |F|, the calculation gives 6.53 eV/A. The SMILES is CCCCCCc1cc(B(O)OCC)c(-c2ccncc2)c2nsnc12.


What did the second record say?
C19H24BN3O2S | ωB97M-V with the def2-TZVPD basis set

Structure (XYZ):
```
50
C19H24BN3O2S ωB97M-V with the def2-TZVPD basis set
C 5.5127 -2.0339 1.1997
C 5.8680 -1.4743 -0.2796
C 6.3622 0.0732 -0.2227
C 5.2348 1.1160 -0.7054
C 3.8330 0.9885 0.1338
C 2.6576 1.3031 -0.9172
C 1.1749 1.1727 -0.3230
C 0.1638 0.3158 -1.1649
C -1.3581 0.1365 -0.7177
B -2.3321 -0.7610 -1.6483
O -1.6804 -1.8213 -2.4291
O -3.7515 -0.6019 -1.7981
C -4.3688 -1.9119 -2.0788
C -6.0001 -1.8085 -2.0674
C -1.8005 0.8175 0.6011
C -3.2766 0.7431 1.1679
C -4.1897 -0.5056 1.2462
C -5.5784 -0.3882 1.8619
N -6.2896 0.7292 2.3934
C -5.4095 1.8487 2.3037
C -3.9844 1.9787 1.7786
C -0.7417 1.6550 1.4124
N -0.9415 2.3518 2.6622
S 0.4982 3.1181 3.1885
N 1.6066 2.6947 1.9201
C 0.7802 1.8789 1.0337
H 6.4657 -2.3659 1.7578
H 4.7653 -2.8944 1.0487
H 4.9774 -1.2584 1.8592
H 6.6290 -2.1332 -0.8191
H 4.8892 -1.4570 -0.9009
H 6.7087 0.4015 0.8179
H 7.2475 0.1933 -0.9629
H 5.0249 1.0276 -1.8375
H 5.6179 2.1788 -0.4889
H 3.7069 -0.0418 0.6185
H 3.8372 1.8404 0.9146
H 2.7798 2.4025 -1.2672
H 2.7457 0.6637 -1.8694
H 0.5399 -0.1902 -2.1249
H -1.2870 -2.4928 -1.8283
H -4.1069 -2.2817 -3.1451
H -4.0399 -2.7152 -1.3090
H -6.3809 -1.9684 -3.1514
H -6.4731 -2.6738 -1.4623
H -6.3288 -0.7731 -1.6972
H -3.8176 -1.5097 0.8435
H -6.1778 -1.3788 1.9137
H -5.8752 2.8297 2.7084
H -3.4369 2.9818 1.8311
```

The electronic energy comes out at -1475.92702 Ha. For the max |F|, the calculation gives 6.53 eV/A. The SMILES is CCCCCCc1cc(B(O)OCC)c(-c2ccncc2)c2nsnc12.